Entry 1:
Molecular formula: C34H37N8O3RbS4
Method: DFT, wB97M-V/def2-TZVPD

Each line ends with the Mulliken charge.
Cartesian coordinates (Å):
N: -0.40993 -2.41362 2.35396  0.4869
H: -3.03932 -0.52216 -0.59643  -0.3211
H: 1.03973 -3.90027 1.16775  0.0321
H: -3.19685 5.19011 1.60219  0.3913
H: 3.82619 -5.23348 0.56685  0.2063
H: 4.86352 2.04678 1.81520  0.3775
C: -3.42342 4.72226 -0.80947  -1.5509
C: 2.27698 3.94087 -0.72646  -0.5207
Rb: -0.14914 -1.23619 -0.50476  0.7875
H: 3.13645 -0.54357 -1.64036  0.3838
H: -4.44643 -2.88623 0.43052  0.3616
C: -2.12912 -3.38342 3.67080  -0.7787
C: 1.33534 -1.03104 3.20096  0.3828
H: -2.41658 -0.07941 -7.05551  0.3628
C: -0.26670 0.05356 -4.45158  0.3972
H: -3.99833 -0.11222 -5.10557  0.4339
N: 1.66553 -0.14335 4.21676  -0.2138
C: 2.65053 -3.70832 -0.16176  0.3587
H: -3.16077 -2.50118 -2.30396  -0.2015
H: -2.66379 5.48341 -0.59189  0.2822
C: -2.40450 -0.07273 -3.67691  -0.5626
C: 3.46957 3.03553 4.73070  -0.5157
H: -3.37338 3.94222 2.85212  0.2111
H: 4.81277 0.63399 -3.05363  0.3857
H: -3.06048 -0.05310 -2.81335  0.8666
H: 3.48292 3.84790 5.44593  0.3659
C: -0.69211 0.02786 -5.77997  -0.7280
C: 2.04243 0.90382 -4.97028  -0.8606
H: 1.56127 -5.46133 0.48136  0.4018
C: 3.79081 0.52840 -3.39349  -0.7093
C: 4.29749 3.06070 3.62178  -0.6838
N: -1.10498 -0.02341 -3.42077  0.3899
H: 0.24581 1.98115 1.32782  -0.0859
H: 0.01899 -1.64224 5.60465  0.5126
H: -1.77485 4.48767 2.39806  0.1388
H: 4.96102 3.89799 3.44916  0.3564
H: -3.03049 -3.97997 3.70592  0.4962
H: 1.66921 1.33540 -5.88862  0.3641
C: -1.50456 -3.15468 2.44577  0.0492
H: 1.93096 1.95621 5.77491  0.3608
C: 2.59582 1.97206 4.91902  -0.5942
C: -3.53044 -3.12120 -1.48321  0.2428
H: 2.86194 4.74985 -1.13113  0.4395
C: 1.39910 -4.40398 0.26831  -0.1779
C: -2.92642 -0.08530 -4.96458  -1.3150
C: -0.43371 -2.05410 4.71221  -0.6505
H: 0.91465 0.06060 4.85781  0.2009
C: 2.55704 0.92522 4.01139  0.1812
H: 0.02335 0.05255 -6.59070  0.3911
C: 0.12069 -1.87443 3.44898  0.2023
H: -5.07357 -1.77911 -0.79740  0.4416
H: -2.04237 -2.98858 5.77825  0.3870
C: -2.05134 -0.05163 -6.03544  -0.4281
H: 4.05438 1.59355 -5.24659  0.3815
C: 1.17672 0.21723 -4.11307  0.5113
C: 0.92382 2.42363 0.59190  0.0753
C: -3.01885 3.33904 -0.31846  0.1583
H: 4.67051 -3.89002 -0.10134  0.2492
N: 1.07182 1.97163 -0.61286  0.4279
H: -4.30208 -3.79273 -1.87414  0.3830
S: -3.06376 2.09351 -1.56885  -0.4221
H: 0.59906 -4.29868 -0.47245  -0.0485
H: -4.36392 5.06592 -0.35890  0.3011
C: -1.58247 -2.82735 4.81078  -0.6256
N: 3.81992 -4.42340 -0.02578  -0.4779
S: -2.17834 1.60609 1.69191  -0.3677
C: -2.69715 3.14263 0.98030  0.2488
C: 1.82841 2.82800 -1.36431  -0.3961
O: -1.20725 -3.65546 -1.28128  -0.8329
C: -4.15187 -2.23893 -0.40188  -0.8935
N: 1.97380 -1.21830 2.11762  -0.0799
H: -3.54556 -0.74124 0.89744  0.1477
N: 1.58516 -0.27446 -2.94520  0.2245
C: 3.36747 1.05487 -4.60409  -0.5083
O: 2.67639 -2.57634 -0.60912  -0.3777
N: -3.19632 -1.25774 0.09528  0.1414
C: -2.37332 -3.97644 -0.92842  0.2657
C: 3.40128 0.94053 2.90247  0.6727
H: -3.56598 4.68453 -1.88670  0.3303
C: -2.77099 4.26277 1.99653  -1.3255
H: -1.89751 -3.58019 1.52683  0.0151
O: -2.67047 -4.90825 -0.14626  -0.8202
C: 2.85590 -0.12122 -2.59766  -0.1880
C: 4.24829 2.01792 2.70628  -0.6814
S: 1.69662 3.93745 0.88840  -0.2326
H: 1.99705 2.60044 -2.40782  0.2189
S: 3.39267 -0.39481 1.74753  -0.2064

strongest force on any atom = 0.59 eV/A
HOMO-LUMO gap = 2.77 eV
molar mass = 819.5 g/mol
LUMO level = 3.44 eV
net charge = -2

***

Entry 2:
Molecular formula: C34H38AlINPSbSe4Si2
Method: DFT, wB97M-V/def2-TZVPD

Each line ends with the Mulliken charge.
Cartesian coordinates (Å):
H: -5.80103 -3.68271 -2.82375  0.3315
H: -4.69597 3.94719 3.23933  0.3782
N: 4.21399 0.64826 1.13880  0.7609
Se: 1.45018 2.99733 0.55296  -0.5709
H: 0.50526 -4.19497 -1.64398  0.3365
H: -1.86869 -4.12642 -1.22528  0.1809
C: -3.52392 0.17065 -1.77792  -0.1836
H: 7.37965 1.12279 2.02586  0.4623
I: -0.07585 -1.71520 -0.75912  1.1122
C: -2.54763 3.34276 0.68489  -0.4901
Si: 2.36155 -2.14224 0.09169  0.2023
H: 1.28927 0.33040 5.08395  0.4618
C: -4.66575 2.16748 2.03200  -0.6578
C: 6.15476 -0.56894 2.58819  -0.4372
H: 0.57462 3.55294 -5.19368  0.3610
C: -4.22617 3.43085 2.41168  -0.4643
H: -0.46682 -3.29734 -2.86826  0.6930
C: -0.69617 1.14124 -3.18790  -0.4140
C: 1.88260 -2.75881 3.95427  -1.1485
C: 4.90420 -1.16344 2.49749  -0.6468
H: 6.93107 -1.04876 3.17218  0.4440
H: 1.59441 -3.62174 3.35142  0.3165
C: -5.73825 0.33853 -2.75048  -0.9348
C: -3.16530 4.00997 1.73932  -0.7787
C: -3.54326 -1.25414 -1.91970  0.5702
H: 1.28574 -2.93145 -2.65142  0.4344
C: -1.38652 1.92791 -2.25972  0.7230
H: 4.73407 -1.91293 -0.53582  0.3110
C: -2.43644 -2.09838 -1.55417  -0.4979
H: -3.97720 -5.12460 -1.98643  0.3951
Si: 1.50519 -1.14484 3.08306  0.2511
H: 1.30035 -2.78968 4.88012  0.4193
H: -0.72647 -1.95242 2.26245  0.2519
H: -5.48295 1.69377 2.56200  0.3944
H: -0.70182 0.06091 -3.07780  0.1827
Se: 2.32485 7.21277 0.72356  -0.6750
H: -4.55532 2.00554 -2.06507  0.3958
H: 0.51920 1.08529 -4.94787  0.3803
H: -2.78301 4.97519 2.04667  0.4498
C: -0.68786 3.88619 -3.49309  -0.7994
C: 2.53569 -3.92936 0.65218  -1.3655
H: 1.86640 1.22098 3.67292  0.3068
C: -2.66105 -3.45028 -1.54914  -0.1873
C: -0.01058 1.71515 -4.24386  -0.7138
C: 5.41218 1.23233 1.21262  -0.2174
C: 3.92096 -0.52077 1.75363  -1.7669
H: -0.64406 -0.18531 2.27669  0.0328
H: -0.82479 -1.07646 3.79265  0.4779
H: -6.71489 -1.49993 -3.21655  0.3513
H: 2.82384 -4.56890 -0.18681  0.3253
H: -6.56396 0.96176 -3.07042  0.4106
Se: 5.52074 4.85026 0.83436  -0.6596
H: 3.31924 -3.99825 1.41336  0.3856
H: -0.68781 4.96338 -3.60205  0.4289
C: 6.41862 0.63560 1.94736  -0.8438
C: -4.04900 1.50286 0.98713  -0.6645
H: -1.94920 3.94819 -1.78094  0.4658
C: -0.34093 -1.09152 2.81166  -0.8862
C: 0.36596 -3.25730 -2.17379  -1.7831
H: 5.52080 2.19470 0.71193  0.2374
H: 3.79828 -2.56215 -1.89009  0.4703
C: 3.78948 -1.82513 -1.08283  -1.1808
H: 1.61357 -4.32827 1.08209  0.3321
C: -5.81888 -1.02192 -2.83531  -0.7986
C: 2.48140 -0.88543 1.51171  3.1520
C: 0.01162 3.09698 -4.38944  -0.4718
Sb: 3.48769 5.41468 -0.37673  0.3587
C: -4.74582 -1.84198 -2.41135  0.9182
H: 2.93402 -2.87094 4.22616  0.2938
H: 2.98040 0.20280 4.58509  0.2955
C: 1.95321 0.27544 4.21768  -1.1453
C: -4.87871 -3.25430 -2.44729  -0.7335
H: -4.39340 0.51231 0.71178  0.3994
P: -2.11629 0.96504 -0.87875  0.9252
Al: 2.38144 0.88886 0.53019  -0.1158
C: -1.38888 3.30653 -2.44117  -0.2983
C: -3.87078 -4.04533 -1.98940  -1.0842
C: -2.99057 2.08766 0.27691  0.2763
H: -1.68461 3.80145 0.23205  0.2879
H: 4.69037 -2.10428 2.98461  0.3440
H: 3.75483 -0.83219 -1.53588  0.2938
Se: 2.18198 1.92489 -1.52827  -0.3857
C: -4.58707 0.92917 -2.19516  0.0311

strongest force on any atom = 0.74 eV/A
HOMO-LUMO gap = 5.21 eV
molar mass = 1139.3 g/mol
LUMO level = 1.53 eV
net charge = -1

***

Entry 3:
Molecular formula: C34H38AsCuGeN3OSe
Method: DFT, wB97M-V/def2-TZVPD

Each line ends with the Mulliken charge.
Cartesian coordinates (Å):
C: 3.45497 -0.13974 -2.30954  -1.0359
H: 1.48102 -1.46999 -4.22482  0.4116
H: 0.01537 -0.46980 -3.99809  0.2213
N: -2.90840 -0.78194 -2.69312  -0.5161
H: 3.44902 3.65308 -4.07117  0.4059
H: 3.26162 2.13064 -4.93823  0.3512
H: -1.93896 -5.22326 -4.25696  0.4181
C: -0.60457 -3.04055 -1.36677  -0.1290
O: 0.11292 -0.04366 0.63800  0.5078
C: -4.73258 2.39435 -2.87349  -0.3620
H: 4.55831 2.18568 -0.10419  0.3320
H: -4.28112 2.68181 4.09315  0.4410
N: -2.10883 -1.26985 -1.88391  0.8985
C: -1.56327 -4.60364 -3.45398  -0.6625
C: -1.10402 -1.80934 2.64530  0.7430
H: 1.93718 0.40979 6.62408  0.4228
C: -0.53088 -4.14103 2.76459  -0.7453
C: 3.88998 2.61553 -0.85040  -0.8764
H: 6.07866 0.96975 -4.01785  0.3654
H: 4.10011 3.68270 -0.92530  0.4427
H: -0.12418 -6.05976 -2.80831  0.4374
H: 2.04891 2.63797 -3.73382  0.3816
H: -2.90859 -2.97220 -3.85818  0.4684
H: 2.85796 2.49263 -0.51671  0.1298
C: -2.10762 -3.35161 -3.23936  -0.4035
C: 3.11292 2.61975 -3.97516  -1.1652
H: 3.91059 -0.48580 -1.38128  0.4783
C: -3.17842 2.42680 -1.06408  0.0735
C: -4.15584 3.06761 -1.81380  -0.7741
H: 3.75278 -0.75766 -3.15633  0.5235
H: -3.10153 0.56404 3.75592  0.2992
Se: 1.59806 -0.17565 -2.10130  0.3214
C: -0.16851 -2.83370 2.48918  -0.5867
H: 0.84223 -2.60573 2.17013  0.4306
H: -0.02250 0.02400 5.17206  0.3873
H: 0.73262 -4.66897 -0.95769  0.4661
C: -1.53949 1.44085 2.55162  0.9122
C: -3.33748 0.54255 -2.35978  0.3598
C: -0.53854 -5.07496 -2.63618  -0.5208
C: -1.69344 3.81988 2.22382  -0.6735
H: 6.48981 2.46724 -3.16857  0.3900
C: -2.86958 3.83784 2.96613  -0.5286
H: -4.72558 0.51876 -3.96707  0.5393
H: 4.44548 0.77522 3.17421  0.4172
H: 2.47368 0.39323 1.70100  0.5563
Ge: 4.16188 1.78021 -2.57736  0.4584
C: -4.31341 1.10124 -3.15472  -0.5630
H: -2.09808 -5.44582 3.43013  0.4359
C: 1.12291 0.18769 3.35093  0.2257
C: -1.81911 -4.42526 3.20295  -0.5478
H: -0.10283 2.60599 1.44868  0.5178
H: -5.49536 2.86682 -3.47757  0.4269
H: -3.38477 4.77395 3.13840  0.4433
H: 4.16276 0.78362 5.62168  0.4106
Cu: -1.41208 0.04214 -0.45839  -0.6522
C: 3.30634 0.61544 4.98217  -0.5571
H: -0.26538 -2.41364 -0.54791  0.4903
As: -0.40858 -0.07570 2.24909  0.9603
C: 2.05405 0.40553 5.54883  -0.7551
C: -1.61966 -2.57381 -2.19243  0.4407
C: -1.02555 2.62414 2.01675  -0.7609
N: -2.76867 1.18687 -1.33012  0.1841
H: -2.71166 2.91416 -0.21742  0.2143
C: 0.95504 0.19047 4.73296  -0.4431
C: 2.36940 0.39740 2.77920  -0.2832
C: -2.74723 -3.40700 3.35691  -0.8224
H: -3.74923 -3.63275 3.69649  0.4405
C: -2.70773 1.45995 3.30526  -0.5468
H: -3.13755 -1.31867 3.17885  0.2329
C: -2.39503 -2.09300 3.07738  -0.1736
H: 6.53358 0.92498 -2.30081  0.3807
C: 1.10010 -0.49229 -3.93395  -0.9327
H: 1.54306 0.29087 -4.54700  0.3488
H: 0.19164 -4.93877 2.65328  0.4594
C: -3.37374 2.66342 3.50433  -0.7700
H: -4.45021 4.07716 -1.56410  0.4526
C: -0.05677 -4.29484 -1.59629  -1.0128
H: -1.29147 4.74117 1.82195  0.4438
C: 6.00718 1.49418 -3.06580  -1.0800
C: 3.46594 0.61124 3.60382  -0.6198

strongest force on any atom = 0.57 eV/A
HOMO-LUMO gap (spin up / spin down) = 7.31 / 5.01 eV
⟨S²⟩ = 0.753
molar mass = 794.7 g/mol
LUMO level (spin up / spin down) = -6.05 / -8.35 eV
2S+1 = 2
net charge = +2

***

In kcal per mole, the energy relative to the best compared isomer or geometry (same formula, charge and spin) values for the records above are, in order, 10.6, 0.0, 0.8.